{
  "formula": "C17H27BrIN6",
  "method": "ωB97M-V/def2-TZVPD",
  "homo_lumo_gap_ev": 8.860,
  "lumo_energy_ev": -2.882,
  "energy_ev": -105143.6631,
  "charge": 1,
  "e_homo_ha": -0.4315,
  "elements": ["C", "C", "C", "C", "N", "N", "C", "N", "C", "N", "C", "C", "C", "I", "C", "Br", "C", "C", "N", "C", "C", "C", "C", "N", "C", "H", "H", "H", "H", "H", "H", "H", "H", "H", "H", "H", "H", "H", "H", "H", "H", "H", "H", "H", "H", "H", "H", "H", "H", "H", "H", "H"],
  "coordinates": [[-4.5242, -1.2397, -3.7859], [-3.9401, -2.5835, -3.3477], [-3.4542, -2.5922, -1.8985], [-2.3312, -1.5853, -1.6273], [-2.5110, -0.8631, -0.3431], [-1.4789, -0.9721, 0.5418], [-1.3625, -1.7757, 1.5810], [-0.2150, -1.6327, 2.2113], [0.4555, -0.6865, 1.5296], [1.6794, -0.2928, 1.9003], [2.2779, -1.0030, 3.0503], [1.6649, -0.6735, 4.4211], [1.2463, 0.7759, 4.6196], [-0.1117, 0.9856, 6.2384], [2.4886, 0.6159, 1.1396], [3.7147, -0.4516, -0.0074], [3.2720, 1.6287, 1.9517], [3.9619, 2.6728, 1.0578], [-0.2800, -0.2485, 0.4729], [-0.1079, 0.7287, -0.5563], [0.4630, 0.3888, -1.7729], [0.6112, 1.3935, -2.7079], [0.1696, 2.6697, -2.3895], [-0.3955, 2.9820, -1.2263], [-0.5267, 2.0270, -0.3193], [-3.7508, -0.5194, -4.0615], [-5.1760, -1.3583, -4.6509], [-5.1221, -0.8010, -2.9816], [-3.1260, -2.8779, -4.0171], [-4.7082, -3.3538, -3.4407], [-3.1065, -3.5944, -1.6381], [-4.2952, -2.3669, -1.2371], [-1.3651, -2.0929, -1.5824], [-2.2704, -0.8517, -2.4351], [-2.7620, 0.1110, -0.4584], [-2.1568, -2.4519, 1.8598], [3.3456, -0.8004, 3.0097], [2.1524, -2.0721, 2.8742], [2.4024, -0.9472, 5.1788], [0.8067, -1.3263, 4.5745], [0.7207, 1.1720, 3.7523], [2.0905, 1.4289, 4.8291], [1.8847, 1.1417, 0.4159], [3.9957, 1.1229, 2.5895], [2.5361, 2.1340, 2.5828], [5.0358, 2.6997, 1.2300], [3.8042, 2.4649, -0.0025], [3.5657, 3.6682, 1.2546], [0.8128, -0.6201, -1.9556], [1.0672, 1.2029, -3.6701], [0.2775, 3.4765, -3.1067], [-0.9758, 2.2910, 0.6365]],
  "forces_ev_per_angstrom": [[0.02, -0.01, 0.08], [-0.05, -0.02, -0.03], [0.02, 0.00, 0.03], [0.08, 0.01, -0.15], [0.12, -0.10, -0.10], [-0.05, 0.16, 0.00], [-0.15, -0.07, 0.36], [-0.09, -0.12, -0.13], [0.17, 0.06, -0.26], [-0.21, 0.25, 0.31], [0.08, -0.16, 0.01], [-0.03, -0.06, 0.01], [0.15, 0.01, -0.21], [-0.03, 0.03, 0.11], [0.21, -0.19, -0.21], [-0.04, 0.03, 0.00], [-0.06, 0.09, -0.14], [-0.04, 0.02, -0.03], [0.11, -0.17, -0.04], [0.03, -0.08, 0.08], [0.14, -0.11, 0.04], [0.07, -0.09, -0.15], [-0.05, 0.09, 0.01], [-0.02, 0.23, 0.04], [-0.09, 0.05, -0.03], [-0.04, 0.00, 0.02], [0.06, 0.01, -0.01], [-0.03, -0.01, -0.06], [-0.04, -0.01, 0.00], [0.06, -0.01, -0.01], [-0.07, 0.01, 0.06], [0.04, 0.05, -0.04], [-0.02, 0.03, -0.04], [-0.01, -0.01, 0.07], [-0.11, -0.03, 0.10], [0.01, 0.03, -0.03], [-0.07, 0.07, 0.02], [0.09, 0.03, 0.01], [-0.05, -0.01, -0.01], [-0.02, 0.07, -0.03], [-0.03, -0.04, 0.05], [-0.03, -0.02, 0.04], [-0.09, 0.03, 0.01], [-0.07, 0.07, 0.05], [0.09, -0.11, 0.13], [-0.03, -0.01, -0.04], [0.06, -0.01, 0.04], [0.04, -0.01, 0.01], [-0.02, 0.03, -0.01], [-0.01, -0.03, 0.03], [-0.04, -0.01, 0.07], [0.03, 0.03, -0.07]]
}

{
  "formula": "C4H10N2O",
  "method": "ωB97M-V/def2-TZVPD",
  "homo_lumo_gap_ev": 8.770,
  "lumo_energy_ev": 0.641,
  "energy_ev": -9333.4451,
  "relative_energy_ev": 5.5424,
  "e_homo_ha": -0.2987,
  "elements": ["N", "C", "C", "N", "C", "C", "O", "H", "H", "H", "H", "H", "H", "H", "H", "H", "H"],
  "coordinates": [[1.0486, 1.5280, -0.0765], [1.0515, 0.2206, 0.5426], [1.2762, -0.7829, -0.7197], [0.1128, -1.5955, -0.1415], [-0.1621, -0.5709, 0.9867], [-1.6110, 0.1934, 0.5538], [-1.7127, 0.2147, -0.8990], [1.9426, 1.5932, -0.5494], [0.2345, 1.3034, -0.7413], [2.0589, 0.2232, 1.1305], [0.9274, -0.2482, -1.6127], [2.5042, -1.1276, -0.6062], [-0.5967, -1.7853, -0.7648], [-0.2742, -0.6318, 2.0512], [-1.8522, 1.2819, 1.0213], [-2.3433, -0.5550, 0.9839], [-2.6046, 0.7388, -1.1589]],
  "forces_ev_per_angstrom": [[-3.49, 0.26, 0.20], [5.06, -0.82, -1.94], [0.76, -0.35, 3.68], [3.50, 0.42, 3.50], [-2.30, 2.83, -4.27], [0.21, -0.07, 1.22], [-2.86, 1.99, 0.13], [-0.34, 0.14, -0.41], [1.82, 1.76, 0.39], [-2.19, -0.52, -0.02], [0.87, -0.54, -0.13], [-3.78, 0.11, -1.12], [-1.92, -0.24, -1.27], [0.13, -1.55, 0.49], [1.01, -2.56, -0.96], [0.33, 0.99, -0.54], [3.18, -1.87, 1.04]]
}

{
  "formula": "C4H6O2P",
  "method": "ωB97M-V/def2-TZVPD",
  "homo_lumo_gap_ev": 5.283,
  "lumo_energy_ev": 3.492,
  "energy_ev": -17628.4115,
  "relative_energy_ev": 2.0262,
  "charge": -1,
  "e_homo_ha": -0.0658,
  "elements": ["C", "C", "C", "C", "O", "O", "P", "H", "H", "H", "H", "H", "H"],
  "coordinates": [[-1.6989, 0.7216, -0.7396], [-0.5638, 0.0696, -0.4072], [4.1757, 1.4126, 0.8279], [0.4804, 0.5540, 0.3980], [3.9972, 1.9178, 1.8516], [4.5733, 1.0559, -0.1923], [1.9972, -0.2514, 0.6319], [-2.4669, 0.2540, -1.3349], [-1.8846, 1.7369, -0.4251], [-0.4345, -0.9497, -0.7705], [0.4513, 1.5700, 0.7780], [2.4958, -0.6272, -0.6548], [1.5867, -1.6013, 0.7942]],
  "forces_ev_per_angstrom": [[-0.54, -0.08, -0.38], [0.10, 0.19, 0.29], [0.18, 0.24, 0.48], [0.49, 0.30, 0.19], [-0.26, 0.52, 0.98], [0.49, -0.42, -1.35], [-0.39, -0.64, -0.28], [-0.13, -0.12, -0.13], [0.02, 0.21, 0.11], [-0.07, -0.05, -0.07], [-0.16, 0.05, -0.01], [0.18, 0.10, -0.22], [0.10, -0.30, 0.39]]
}

{
  "formula": "H6O3",
  "method": "ωB97M-V/def2-TZVPD",
  "homo_lumo_gap_ev": 11.336,
  "lumo_energy_ev": 0.352,
  "energy_ev": -6239.8227,
  "relative_energy_ev": 0.4305,
  "e_homo_ha": -0.4036,
  "elements": ["O", "H", "H", "O", "H", "H", "O", "H", "H"],
  "coordinates": [[0.9364, 0.7985, -1.3139], [1.0134, 0.8717, -0.3483], [1.2078, 1.6577, -1.6538], [0.4516, -0.0192, 1.4599], [-0.4816, 0.1822, 1.5968], [0.7924, -0.2235, 2.3388], [-1.4960, -1.2983, -0.9669], [-0.5491, -1.0954, -0.9191], [-1.8750, -0.8738, -0.1934]],
  "forces_ev_per_angstrom": [[0.07, 0.15, 0.35], [0.01, -0.13, -0.23], [-0.05, -0.11, -0.03], [-0.13, 0.07, 0.12], [0.12, 0.00, 0.03], [0.02, 0.01, -0.14], [0.23, -0.07, 0.06], [-0.26, 0.09, -0.12], [-0.02, -0.02, -0.04]]
}